1.
Computed, not measured: a molecular structure, C44H55BrClF4I2N4O6S4, with ωB97M-V with the def2-TZVPD basis set.

```
! RIJCOSX wB97M-V def2-TZVPD def2/J DEFGRID3
* xyz 1 1
I -1.64940 2.01789 0.91275
I 0.48181 3.65535 2.39516
Br 0.35852 0.29866 -3.91166
Cl 2.74224 2.86424 9.17717
S 5.25965 0.12184 4.24551
S 1.11437 -2.52938 1.05966
S 1.52732 2.57429 7.53542
S 8.09924 0.74553 3.79457
F -7.74033 -2.52871 -4.55684
F 2.54874 0.84559 -1.20411
F -2.54834 -3.64869 -0.38748
F 2.04846 2.03364 -7.62374
O -0.90505 -0.98738 1.56664
O -1.70521 -1.04973 -2.94550
O -2.67838 -1.10182 3.88001
O 0.49566 1.67671 7.93383
O 1.94010 1.11179 1.99061
O 1.14351 3.86137 7.06930
N 0.51780 -0.02533 -0.16550
N -0.89616 4.55767 -1.30624
N 5.38364 4.60830 4.60515
N 6.38596 2.65913 4.33276
C -5.49318 0.35211 -2.69979
C 2.23280 -0.97412 3.11216
C -0.72790 -0.49925 -2.51912
C 1.05676 1.39263 -8.27395
C 1.92604 -0.28478 -0.66192
C 2.03372 1.86300 4.91253
C -3.56251 -4.30256 -1.02543
C 3.61333 -1.24896 2.45786
C -4.87420 -0.61232 -3.48492
C -0.58735 -0.61860 -0.98246
C 1.32585 2.05599 1.15820
C 5.20204 3.38155 4.34235
C -5.63365 -1.59002 -4.10994
C -4.73994 -4.81738 -3.03062
C -1.41272 -2.18306 2.13293
C 0.13901 3.84506 -1.14269
C 3.53724 -2.13501 -1.29344
C -0.97239 0.07797 -9.59355
C 4.66620 -0.12202 2.53629
C 7.35930 3.59799 4.59834
C 2.60365 1.74725 6.36265
C -7.63734 -0.62851 -3.17539
C -0.11793 0.91904 -10.29472
C 1.44827 4.62023 -0.92238
C 0.32912 1.46767 0.04564
C 0.90182 1.58661 -9.63149
C 2.22097 -1.38982 -1.69526
C 0.23472 0.26803 3.59771
C -3.71950 -1.13143 1.63090
C 6.61407 1.30617 4.11981
C -5.60735 -5.62144 -2.30478
C -7.00473 -1.58315 -3.94785
C 0.17046 2.30601 -1.25566
C -0.80508 -0.10077 -8.22727
C -3.71002 -4.14605 -2.38651
C 6.76539 4.78836 4.78446
C -6.87348 0.34207 -2.54379
C 0.21981 0.55702 -7.56268
C -5.44453 -5.76067 -0.93299
C -4.41023 -5.10000 -0.28646
C 1.20235 -0.04231 2.39300
C 0.69510 1.09550 4.82308
C -2.82724 -1.81906 2.67253
C 0.43221 -0.78898 1.20492
H 2.69473 0.68878 6.63112
H 4.38313 0.80105 2.02274
H 4.04346 -2.50489 -2.19028
H 3.60026 -1.72811 1.47484
H -6.41216 -6.14066 -2.80790
H 2.84958 1.51127 4.27677
H -3.62505 -1.55608 0.62697
H 1.58707 5.34166 -1.73410
H -4.26124 -5.20155 0.78135
H -3.80050 -0.60277 -3.60994
H -3.02806 -3.50631 -2.93335
H 4.23218 -1.45917 -0.77737
H 4.22604 2.95473 4.15491
H 7.25947 5.71424 5.03612
H -0.68067 -1.69956 -0.83959
H 2.62347 -0.44234 0.16370
H -4.86536 -4.71238 -4.09982
H 3.34336 -2.99304 -0.64522
H 2.11967 2.55910 0.59990
H -6.12275 -6.38434 -0.36649
H 0.37342 0.42661 -6.49938
H 0.66823 0.44206 5.70538
H 4.05629 -2.02796 3.10699
H 0.00015 -0.73547 3.97324
H -3.27530 -2.80426 2.90116
H -8.71432 -0.64843 -3.07311
H -4.89844 1.11320 -2.20881
H -0.79748 2.04374 -1.70151
H 1.57212 2.25236 -10.15900
H -1.57674 -0.28149 -0.65029
H 1.46886 -2.17651 -1.79558
H 5.53505 -0.51459 1.98538
H 2.54971 -0.50411 4.05653
H -0.24565 1.05552 -11.36023
H 0.91749 2.13939 -2.04012
H 3.60940 2.18012 6.37752
H 1.74723 -1.86908 3.51313
H -0.08337 1.83403 5.06048
H -1.76949 -0.43856 -10.11200
H -1.66932 -3.00885 1.44139
H -3.53210 -0.98180 4.31129
H -7.35606 1.09082 -1.92946
H 1.95581 2.94390 4.75268
H 1.44369 5.17831 0.01355
H 0.27811 -3.19467 0.23183
H -0.73698 0.65184 3.28463
H -4.75823 -1.23177 1.97747
H 8.42685 3.44660 4.65412
H -1.69820 3.94253 -1.47779
H 2.27468 3.89908 -0.99792
H -1.47284 -0.75305 -7.67920
H -0.93383 -2.55485 3.04612
H -3.52379 -0.05477 1.62062
H 2.47535 -0.97611 -2.67154
H -5.17004 -2.35439 -4.71969
*
```

Output
**Energy relative to the best compared isomer or geometry (same formula, charge and spin)**: 226.4 kJ/mol

Atom charges from the Löwdin analysis, given in e for atoms 1 to 99: 1.142, 1.044, 0.948, 0.382, 0.890, 1.027, 0.330, 0.752, 0.066, 0.021, 0.009, 0.055, -0.213, 0.010, -0.017, -0.331, -0.139, -0.320, -0.049, 0.152, 0.089, -0.129, -0.096, -0.165, -0.689, -0.285, -0.261, -0.291, -0.271, -0.250, -0.083, -0.101, -0.617, -0.187, -0.022, -0.076, -0.195, -0.471, -0.081, -0.091, -0.450, -0.108, -0.283, -0.010, -0.074, -0.058, -0.526, -0.012, -0.198, -0.128, -0.038, -1.029, -0.073, -0.282, -0.255, -0.080, -0.018, -0.088, -0.079, -0.041, -0.068, -0.017, -0.338, -0.180, -0.394, -0.475, 0.111, 0.080, 0.088, 0.055, 0.110, 0.041, 0.076, 0.092, 0.116, 0.073, 0.107, 0.083, 0.098, 0.109, 0.115, 0.119, 0.107, 0.054, 0.080, 0.111, 0.008, 0.108, 0.120, 0.109, 0.149, 0.121, 0.094, 0.065, 0.121, 0.098, 0.102, 0.081, 0.100



2.
Computed, not measured: 2 unconnected molecules or ions with the total composition C3H7NO3, with ωB97M-V with the def2-TZVPD basis set.

```
! RIJCOSX wB97M-V def2-TZVPD def2/J DEFGRID3
* xyz 0 1
O -0.57236 -1.43988 2.02968
O 1.59126 1.82177 0.36343
O 2.37030 0.88019 -1.54061
N -0.24567 -0.54678 -0.25024
C -0.94806 0.20357 -1.26077
C 0.03429 -0.41508 1.36406
C 1.76949 1.10338 -0.56192
H 1.10966 -0.54768 1.53319
H -1.22287 1.17838 -0.85886
H -0.30805 0.29690 -2.15014
H -1.53024 -1.33387 1.95776
H -0.34790 0.58731 1.58293
H 0.10757 -1.44559 -0.56061
H -1.80745 -0.34262 -1.64791
*
```

Output
**Energy relative to the best compared isomer or geometry (same formula, charge and spin)**: 241.1 kJ/mol
**SMILES string**: O=C=O.CNCO

Okay, here come the Löwdin numbers, in e, for every atom: -0.033, 0.148, 0.179, -0.105, -0.159, -0.232, -0.444, 0.113, 0.085, 0.071, 0.101, 0.112, 0.098, 0.066



3.
Computed, not measured: a single C5H10O molecule, with ωB97M-V with the def2-TZVPD basis set.

```
! RIJCOSX wB97M-V def2-TZVPD def2/J DEFGRID3
* xyz 0 1
O 0.42813 -0.25256 -1.62956
C 0.32643 0.15144 -0.28307
C 1.68666 0.34490 0.37765
C -0.58867 1.32946 -0.17577
C -0.58075 -0.76311 0.54636
C -1.49183 -1.58672 0.03044
H -0.10171 2.26940 -0.39879
H 0.82687 -1.13029 -1.64888
H -2.05022 -2.26421 0.65628
H -0.46515 -0.63098 1.62080
H -1.76592 -1.54798 -1.01457
H 2.27026 1.05691 -0.20340
H -1.48921 1.22740 -0.76395
H -0.79578 1.67116 1.07613
H 1.57125 0.73065 1.38890
H 2.21964 -0.60548 0.42144
*
```

Output
**Energy relative to the best compared isomer or geometry (same formula, charge and spin)**: 175.9 kJ/mol
**SMILES string**: C=CC(C)(C)O

Okay, here come the Löwdin numbers, in e, for every atom: -0.008, -0.666, -0.025, -0.062, -0.160, 0.015, 0.062, 0.105, 0.049, 0.109, 0.063, 0.087, 0.084, 0.180, 0.082, 0.086



4.
Computed, not measured: 2 unconnected molecules or ions with the total composition C4H6FN, with ωB97M-V with the def2-TZVPD basis set.

```
! RIJCOSX wB97M-V def2-TZVPD def2/J DEFGRID3
* xyz 0 1
F 0.94632 -0.25511 1.63264
N -1.12581 0.33504 1.26939
C -0.13942 -2.31835 -1.80570
C 0.63006 1.39299 -0.12351
C 0.28661 -1.57245 -0.97240
C 0.08334 0.25635 0.73057
H -1.22688 -0.26156 2.08135
H -0.05939 -3.21551 -2.45357
H -1.82581 0.61788 0.51752
H -0.05189 1.88666 -0.78622
H 1.45595 0.99851 -0.66602
H 1.02694 2.13555 0.57595
*
```

Output
**Energy relative to the best compared isomer or geometry (same formula, charge and spin)**: 450.8 kJ/mol

Okay, here come the Löwdin numbers, in e, for every atom: 0.070, 0.177, -0.182, -0.018, -0.152, -0.440, 0.135, -0.009, 0.176, 0.083, 0.066, 0.095



5.
Computed, not measured: a molecular structure, C49H75BGe2N6PdSi2, with ωB97M-V with the def2-TZVPD basis set.

```
! RIJCOSX wB97M-V def2-TZVPD def2/J DEFGRID3
* xyz 1 2
Pd -0.55858 -0.82228 -0.15714
Ge 2.20810 1.89322 -0.74897
Ge 1.91968 2.96136 1.89613
Si 1.77933 -1.47279 0.40107
Si 0.53668 -0.71189 -2.74780
N -1.61949 -3.01311 1.65332
N -2.68075 -0.74219 1.71114
N -0.67629 -2.38231 2.39143
N -2.80412 -1.53691 -1.12469
N -2.25217 0.16321 0.82360
N -3.36240 -2.28023 -0.13741
C 0.08215 -2.60916 -2.66065
C 2.97589 -0.49804 1.59708
C -3.62464 -1.57637 -2.18198
C -1.65271 -4.33664 1.98326
C 1.49743 -1.66835 4.15215
C 2.42678 -0.80614 -2.43914
C 4.54373 2.22372 -2.40343
C 0.74077 -2.96975 4.38328
C -3.74125 -0.84056 3.96054
C 4.69337 -0.88983 -3.27551
C 2.20087 4.81581 -1.33271
C 3.41017 2.96369 3.24979
C -3.17285 1.24399 2.52602
C 1.12126 5.92002 -3.16984
C -0.72353 -4.54543 2.97143
C -2.76644 -1.68832 -4.51672
C -2.54649 2.58264 0.37509
C 6.51355 2.52254 -0.49148
C 1.30677 4.88117 1.90263
C 0.85963 3.55609 -2.86440
C 5.20763 2.27013 -0.10264
C -4.52528 -2.81462 -0.57459
C -5.47274 -3.67083 0.18315
C 0.41862 1.79091 2.59319
C 2.88953 -1.20677 -1.18564
C -0.20539 -2.81097 5.58923
C 1.66397 3.60162 -1.73564
C -2.56527 1.38138 1.27541
C -2.58677 3.89311 1.16189
C -0.13460 -3.28567 3.20821
C 5.14653 -1.29532 -2.03000
C 0.42037 -0.06819 -4.57676
C 3.34877 -0.64394 -3.47337
C 0.60361 4.70682 -3.59312
C -3.51713 -0.83240 -3.49066
C -2.63438 -5.29345 1.41754
C 2.10071 -3.36853 0.72585
C 4.24409 -1.44454 -0.99387
C -1.31494 2.56165 -0.52907
C -3.22191 -0.11803 2.77273
C 1.92119 5.97161 -2.03991
C 6.84049 2.60293 -1.83418
C -2.84320 0.52520 -3.28821
C -3.84050 2.46123 -0.45298
C 4.20769 2.14504 -1.05563
C 5.85366 2.44161 -2.79235
C -4.93247 -0.58173 -4.04421
C -4.70470 -2.40751 -1.87610
C 1.73089 -4.10078 4.68178
B -2.90846 -2.21800 1.32730
H 0.42720 2.61098 -3.16869
H -5.52011 -2.68004 -2.51234
H -3.51575 2.01669 3.18109
H 2.33522 -3.87777 -0.20513
H -2.60440 4.74241 0.48277
H 3.76403 2.12746 -3.15242
H -0.50304 -5.47022 3.46446
H -5.36436 -1.49380 -4.45114
H 2.16419 5.54602 1.86011
H -6.43492 -3.64054 -0.32181
H -3.24243 -2.66425 -4.60003
H 0.21872 -3.03934 -3.65134
H 0.91111 6.82244 -3.72475
H -3.81593 3.13226 -1.30870
H 7.27766 2.64234 0.26113
H -5.13213 -4.70347 0.20112
H -2.73105 -5.15846 0.34032
H 0.74425 -3.13088 -1.97322
H 1.26843 -3.88871 1.18811
H 2.33778 -1.86960 3.50207
H -1.71076 3.99278 1.79759
H -0.94135 -2.80807 -2.35161
H 1.86017 -1.25064 5.08672
H -1.10096 1.53843 -0.87199
H 3.79802 1.97444 3.46822
H -3.60581 -5.12390 1.88433
H -5.58759 -0.19842 -3.26555
H 1.22162 -5.01495 4.97178
H -3.09738 -1.68647 4.19453
H 4.59623 -1.78908 -0.03458
H -2.01447 0.43754 -2.58517
H 6.19473 -1.49776 -1.86265
H -3.47839 3.93834 1.78029
H -3.56854 1.23279 -2.89839
H -0.47618 2.39531 2.69678
H 2.37856 -3.80675 5.50496
H 0.37842 -2.60020 6.48259
H 0.83899 -0.94948 3.67485
H -3.77876 -2.65596 2.00356
H -0.58014 0.20065 -4.89468
H -2.47723 0.90692 -4.23708
H -0.78347 -3.71771 5.76535
H -2.32718 -6.31489 1.63408
H -3.96388 1.44087 -0.80903
H 4.22513 3.61160 2.93819
H 6.10112 2.47957 -3.84395
H -0.45186 2.93146 0.02468
H 2.45975 0.06836 2.35979
H -1.46962 3.19940 -1.39412
H -1.73192 -1.82648 -4.23238
H 2.35892 -4.31416 3.82040
H 0.63777 5.12848 1.08603
H 1.05686 0.80349 -4.70787
H 4.97300 2.19558 0.95254
H -5.60680 -3.32890 1.20448
H -4.88319 0.15591 -4.84251
H 0.79653 5.04071 2.84822
H -3.78704 -0.17204 4.81635
H 5.39057 -0.76471 -4.08971
H 0.77672 -0.84480 -5.25005
H 2.96168 -3.47942 1.37925
H -4.70776 2.71614 0.15472
H -2.79441 -1.20371 -5.48990
H -0.89223 -1.98405 5.41777
H -0.00652 4.65460 -4.48428
H 3.65886 -1.18050 2.09365
H 2.33303 6.90991 -1.70240
H 7.86245 2.78111 -2.13675
H 0.69372 1.41931 3.57514
H 2.97994 3.37825 4.15795
H 3.57986 0.18812 1.00925
H -4.74500 -1.21895 3.76408
H 0.19609 0.93639 1.94589
H 3.00713 -0.34398 -4.45117
H 2.84361 4.86683 -0.46324
*
```

Atom charges from the Löwdin analysis, given in e for atoms 1 to 99: 0.696, 1.154, 0.891, 0.626, 0.723, 0.002, 0.018, 0.095, 0.083, 0.013, 0.033, -0.211, -0.242, -0.239, -0.272, -0.050, -0.379, -0.140, -0.539, -0.005, -0.070, -0.131, -0.225, 0.044, -0.069, 0.028, -0.034, -0.519, -0.070, -0.226, -0.142, -0.113, -0.258, -0.018, -0.241, -0.384, -0.031, -0.357, -0.266, -0.033, -0.285, -0.043, -0.179, -0.111, -0.070, -0.523, -0.011, -0.170, -0.102, -0.069, -0.245, -0.064, -0.065, -0.049, -0.026, -0.342, -0.070, -0.048, 0.022, -0.037, -0.540, 0.077, 0.113, 0.115, 0.028, 0.096, 0.095, 0.114, 0.083, 0.018, 0.087, 0.097, 0.039, 0.109, 0.087, 0.108, 0.074, 0.086, 0.010, 0.002, 0.048, 0.063, -0.001, 0.096, 0.014, 0.011, 0.081, 0.092, 0.079, 0.073, 0.103, 0.023, 0.116, 0.083, 0.071, 0.000, 0.089, 0.085, 0.055



6.
Computed, not measured: 5 unconnected molecules or ions with the total composition C6H21NO4, with ωB97M-V with the def2-TZVPD basis set.

```
! RIJCOSX wB97M-V def2-TZVPD def2/J DEFGRID3
* xyz 0 1
O 3.58774 -1.84379 -1.06222
O -3.39263 -1.67632 0.05300
O -3.08906 1.00872 -0.57091
O -1.57154 -3.09023 2.32780
N 1.46259 0.38563 -1.58573
C 0.76426 -0.27512 -0.50681
C -0.24552 -1.13513 -0.77607
C -0.19104 1.78516 1.66925
C 1.21858 1.25770 1.57089
C 1.34414 -0.12362 0.86479
C 1.56566 1.83272 -1.68582
H 2.22196 2.11581 -2.53139
H -1.94311 -2.57355 1.57206
H -0.68114 -1.71466 0.00403
H -0.22553 2.76136 2.15557
H 1.38215 1.13195 2.64819
H -2.71951 0.85720 -1.46849
H 0.62974 2.32695 -1.90382
H -2.95868 -0.85057 -0.20351
H 2.44185 -0.31047 0.90831
H 0.80165 -0.85529 1.47273
H -4.08090 -1.88530 -0.58567
H 2.97948 -1.08775 -1.14026
H -3.02691 1.96957 -0.72275
H 1.82852 2.02958 1.09237
H -0.55523 -1.08933 -1.82646
H -0.79438 1.75370 0.73647
H 0.96975 0.02533 -2.39993
H 2.00758 2.15418 -0.76021
H -2.25966 -3.76482 2.21014
H 3.35759 -2.30100 -1.88179
H -0.82839 1.18140 2.32628
*
```

Output
**Energy relative to the best compared isomer or geometry (same formula, charge and spin)**: 187.9 kJ/mol
**SMILES string**: C=C(CCC)NC.O.O.O.O

Okay, here come the Löwdin numbers, in e, for every atom: -0.074, -0.059, -0.072, -0.086, -0.069, -0.370, 0.061, -0.131, -0.250, -0.143, -0.087, 0.091, 0.001, 0.037, 0.072, 0.111, 0.061, 0.072, -0.016, 0.124, 0.118, 0.047, -0.014, 0.063, 0.084, 0.069, 0.056, 0.100, 0.056, 0.037, 0.034, 0.078



| no. | E (eV) |
| --- | --- |
| 1 | -217729.0779 |
| 2 | -10855.8694 |
| 3 | -7392.9420 |
| 4 | -8447.6619 |
| 5 | -193907.8081 |
| 6 | -16241.3002 |